The following is a DFT calculation (ωB97M-V/def2-TZVPD) of a structure of composition C4H7LiO2Yb in a non-equilibrium geometry.

```
15
Properties=species:S:1:pos:R:3
H 3.931 3.146 -1.903
C -1.077 -1.815 -0.146
C -0.968 -0.439 0.406
C 0.365 0.242 0.089
C 0.441 1.640 0.619
O 1.100 2.525 0.111
O -1.684 -2.709 0.429
Yb -2.528 -5.227 0.114
Li 2.378 3.184 -1.123
H -0.617 -2.015 -1.132
H -1.792 0.113 -0.085
H -1.187 -0.462 1.481
H 0.591 0.250 -0.986
H 1.189 -0.298 0.589
H -0.143 1.864 1.536
```

Maximum force   1.2 eV/A
Multiplicity   3
<S²>   2.00
E   -40071.95932 eV
Total charge   +2
HOMO (alpha / beta)   -12.0499 / -15.5062 eV
Lowest unoccupied orbital energy (alpha / beta)   -6.45 / -6.73 eV
Energy relative to the best compared isomer or geometry (same formula, charge and spin)   0.000 eV

---

The following is a DFT calculation (ωB97M-V/def2-TZVPD) of a structure of composition C4H7LiO3 in a non-equilibrium geometry.

```
15
Properties=species:S:1:pos:R:3
O -0.624 -0.520 -0.363
O 1.226 0.699 -0.243
O 1.316 -1.508 -0.044
C 0.687 -0.477 -0.271
Li 0.850 -3.280 0.082
C -1.450 0.483 0.117
C -2.891 0.187 0.004
H -1.015 1.144 0.863
H -3.436 1.118 -0.194
H -3.293 -0.252 0.935
H -3.094 -0.526 -0.809
C 2.676 0.712 -0.047
H 2.969 0.061 0.784
H 2.974 1.738 0.195
H 3.105 0.421 -1.009
```

Maximum force   1.6 eV/A
Multiplicity   2
<S²>   0.75
E   -10602.14638 eV
Total charge   +1
HOMO (alpha / beta)   -11.3027 / -15.9494 eV
Lowest unoccupied orbital energy (alpha / beta)   -4.29 / -4.30 eV
Energy relative to the best compared isomer or geometry (same formula, charge and spin)   0.000 eV

---

The following is a DFT calculation (ωB97M-V/def2-TZVPD) of a structure of composition C4H7MgO2.

```
14
Properties=species:S:1:pos:R:3
O 2.243 1.018 0.299
C 2.276 -0.189 0.254
C 1.089 -1.101 0.454
O -0.099 -0.459 0.765
C -0.802 0.076 -0.377
C -1.935 0.968 0.038
Mg -2.738 2.174 -1.556
H 3.219 -0.728 0.002
H 1.362 -1.785 1.277
H 1.005 -1.734 -0.453
H -1.186 -0.775 -0.969
H -0.051 0.528 -1.048
H -2.755 0.357 0.459
H -1.629 1.649 0.853
```

Maximum force   0.9 eV/A
Multiplicity   2
<S²>   0.75
E   -13798.26526 eV
Total charge   0
HOMO (alpha / beta)   -6.4369 / -9.0361 eV
Lowest unoccupied orbital energy (alpha / beta)   0.17 / -0.89 eV
Energy relative to the best compared isomer or geometry (same formula, charge and spin)   0.541 eV

---

The following is a DFT calculation (ωB97M-V/def2-TZVPD) of the ion C4H7N with charge -1 in a non-equilibrium geometry.

```
12
Properties=species:S:1:pos:R:3
C 0.085 -0.726 -1.439
C 0.280 0.327 -0.340
C -0.242 -0.152 1.107
C -0.348 1.066 1.835
N -0.403 2.063 2.436
H -0.884 -1.227 -1.423
H 0.923 -1.388 -1.222
H 0.145 -0.292 -2.437
H -0.102 1.265 -0.743
H 1.342 0.571 -0.323
H 0.441 -0.912 1.487
H -1.237 -0.596 1.064
```

Maximum force   3.3 eV/A
Multiplicity   2
<S²>   0.75
E   -5749.61284 eV
Total charge   -1
HOMO (alpha / beta)   1.2472 / -7.3384 eV
Lowest unoccupied orbital energy (alpha / beta)   4.36 / 4.64 eV
Energy relative to the best compared isomer or geometry (same formula, charge and spin)   0.296 eV

---

The following is a DFT calculation (ωB97M-V/def2-TZVPD) of a structure of composition C4H7N in a non-equilibrium geometry.

```
12
Properties=species:S:1:pos:R:3
C -1.080 -0.573 1.124
C 1.277 0.269 -0.848
C 0.368 1.058 -0.248
C -0.814 0.193 -0.157
N 2.318 0.076 -1.474
H 2.773 -0.806 -1.234
H -0.001 -0.731 -0.750
H 0.362 2.141 -0.239
H -1.735 0.645 -0.545
H -0.172 -1.042 1.511
H -1.838 -1.346 0.972
H -1.459 0.118 1.888
```

Maximum force   3.7 eV/A
E   -5747.47483 eV
Total charge   0
HOMO   -8.3357 eV
Lowest unoccupied orbital energy   0.36 eV
Energy relative to the best compared isomer or geometry (same formula, charge and spin)   3.942 eV

---

The following is a DFT calculation (ωB97M-V/def2-TZVPD) of an isolated molecule of C4H7N in a non-equilibrium geometry.

```
12
Properties=species:S:1:pos:R:3
C -0.345 1.485 -1.998
C 0.017 0.610 -0.890
C 0.315 -0.112 0.039
C 0.754 -0.981 1.165
N -0.336 -1.463 2.041
H -1.535 1.312 -2.294
H -0.180 2.676 -1.645
H 0.415 1.257 -2.938
H 1.441 -0.395 1.808
H 1.307 -1.847 0.796
H -0.794 -0.661 2.476
H -1.061 -1.882 1.439
```

Maximum force   3.5 eV/A
E   -5748.86659 eV
Structure (SMILES)   CC#CCN
Total charge   0
HOMO   -9.3263 eV
Lowest unoccupied orbital energy   0.91 eV
Energy relative to the best compared isomer or geometry (same formula, charge and spin)   2.550 eV

---

The following is a DFT calculation (ωB97M-V/def2-TZVPD) of an isolated molecule of C4H7N in a non-equilibrium geometry.

```
12
Properties=species:S:1:pos:R:3
C 1.037 0.738 -1.401
N 0.503 -0.540 -1.056
C -0.109 -0.326 0.041
C -0.044 1.136 0.411
C -0.796 -1.368 0.853
H 0.632 1.226 -2.274
H 2.090 0.883 -1.219
H -0.921 1.740 0.237
H 0.547 1.415 1.268
H -0.287 -2.323 0.749
H -1.815 -1.503 0.490
H -0.837 -1.079 1.901
```

Maximum force   4.0 eV/A
E   -5748.50479 eV
Structure (SMILES)   C=NC(=C)C
Total charge   0
HOMO   -8.3877 eV
Lowest unoccupied orbital energy   0.96 eV
Energy relative to the best compared isomer or geometry (same formula, charge and spin)   2.912 eV

---

The following is a DFT calculation (ωB97M-V/def2-TZVPD) of a structure of composition C4H7N in a non-equilibrium geometry.

```
12
Properties=species:S:1:pos:R:3
C 1.346 -0.630 0.266
C 0.267 0.089 -0.547
C -1.501 -0.175 0.200
C 0.446 1.517 -0.678
N 0.551 2.674 -0.727
H 1.162 -1.706 0.261
H 2.375 -0.484 -0.107
H 1.345 -0.266 1.302
H -0.572 -0.382 -1.023
H -1.881 -1.220 0.138
H -1.294 0.110 1.209
H -2.245 0.474 -0.294
```

Maximum force   3.2 eV/A
E   -5748.45976 eV
Total charge   0
HOMO   -9.2294 eV
Lowest unoccupied orbital energy   0.77 eV
Energy relative to the best compared isomer or geometry (same formula, charge and spin)   2.957 eV

---

The following is a DFT calculation (ωB97M-V/def2-TZVPD) of a cluster of 2 separate species, C4H7N in total in a non-equilibrium geometry.

```
12
Properties=species:S:1:pos:R:3
C -2.070 -0.261 1.033
C 1.169 -0.294 0.779
C -0.142 0.190 -1.389
C 0.234 0.445 0.033
N -3.205 -0.368 1.229
H 0.976 -1.348 1.027
H 2.140 -0.434 0.229
H 1.437 0.178 1.792
H 0.453 0.969 -1.958
H 0.410 -0.686 -1.723
H -1.200 0.311 -1.532
H -0.202 1.298 0.480
```

Maximum force   4.5 eV/A
E   -5747.37825 eV
Total charge   0
HOMO   -9.6093 eV
Lowest unoccupied orbital energy   -1.68 eV
Energy relative to the best compared isomer or geometry (same formula, charge and spin)   4.039 eV

---

The following is a DFT calculation (ωB97M-V/def2-TZVPD) of an isolated molecule of C4H7N in a non-equilibrium geometry.

```
12
Properties=species:S:1:pos:R:3
C -2.294 0.005 -0.571
C -1.021 -0.546 -0.183
C 0.026 0.219 0.378
C 1.217 -0.129 -0.129
N 2.222 0.355 0.729
H -3.167 -0.403 -1.061
H -2.298 1.102 -0.495
H -0.878 -1.656 -0.306
H -0.291 1.186 0.890
H 1.294 -1.157 -0.696
H 2.930 -0.275 0.362
H 2.260 1.299 1.081
```

Maximum force   7.1 eV/A
E   -5747.96072 eV
Structure (SMILES)   C=C/C=C/N
Total charge   0
HOMO   -7.3422 eV
Lowest unoccupied orbital energy   0.89 eV
Energy relative to the best compared isomer or geometry (same formula, charge and spin)   3.456 eV

---

The following is a DFT calculation (ωB97M-V/def2-TZVPD) of an isolated molecule of C4H7N in a non-equilibrium geometry.

```
12
Properties=species:S:1:pos:R:3
C 1.202 -0.763 -0.199
C -0.033 -0.381 0.555
C -0.811 0.878 0.098
C -1.953 -0.024 -0.203
N -1.507 -1.189 0.034
H 0.997 -0.783 -1.264
H 1.563 -1.739 0.107
H 1.974 -0.015 -0.011
H 0.006 -0.529 1.629
H -0.375 1.337 -0.791
H -0.967 1.640 0.861
H -2.956 0.200 -0.555
```

Maximum force   3.4 eV/A
E   -5749.64293 eV
Structure (SMILES)   C[C@H]1CC=N1
Total charge   0
HOMO   -9.1857 eV
Lowest unoccupied orbital energy   1.16 eV
Energy relative to the best compared isomer or geometry (same formula, charge and spin)   1.774 eV

---

The following is a DFT calculation (ωB97M-V/def2-TZVPD) of a structure of composition C4H7N in a non-equilibrium geometry.

```
12
Properties=species:S:1:pos:R:3
C 0.153 -1.166 0.018
C -1.437 -0.127 -0.073
C 1.137 -0.170 0.052
C 1.405 1.099 0.072
N -1.544 1.125 -0.110
H -2.501 1.487 -0.158
H 0.015 -1.725 0.941
H 0.103 -1.748 -0.900
H -2.317 -0.800 -0.099
H 2.017 -1.230 0.118
H 2.414 1.480 0.116
H 0.557 1.777 0.022
```

Maximum force   7.8 eV/A
E   -5747.17170 eV
Total charge   0
HOMO   -8.3485 eV
Lowest unoccupied orbital energy   1.07 eV
Energy relative to the best compared isomer or geometry (same formula, charge and spin)   4.245 eV

---

The following is a DFT calculation (ωB97M-V/def2-TZVPD) of an isolated molecule of C4H7N in a non-equilibrium geometry.

```
12
Properties=species:S:1:pos:R:3
C 0.902 1.280 -0.138
C 0.357 0.016 0.459
C 1.047 -1.206 -0.184
C -1.034 -0.075 0.099
N -2.178 -0.051 -0.153
H 0.612 1.322 -1.237
H 2.040 1.352 -0.059
H 0.502 2.201 0.316
H 0.532 -0.073 1.556
H 2.187 -0.956 -0.159
H 0.925 -2.215 0.448
H 0.818 -1.363 -1.209
```

Maximum force   4.1 eV/A
E   -5750.84761 eV
Structure (SMILES)   CC(C)C#N
Total charge   0
HOMO   -11.3740 eV
Lowest unoccupied orbital energy   0.86 eV
Energy relative to the best compared isomer or geometry (same formula, charge and spin)   0.569 eV

---

The following is a DFT calculation (ωB97M-V/def2-TZVPD) of the ion C4H7N2 with charge +1 in a non-equilibrium geometry.

```
13
Properties=species:S:1:pos:R:3
C 2.796 -0.172 -0.319
C 1.673 0.002 0.080
N 0.459 0.092 0.600
C -0.782 -1.001 0.234
N -1.463 0.030 -0.381
C -0.652 1.064 0.158
H 3.806 -0.046 -0.530
H 0.558 -0.054 1.634
H -1.183 -1.144 1.209
H -0.575 -1.801 -0.335
H -1.643 -0.204 -1.272
H -0.357 1.964 -0.362
H -1.232 1.306 1.082
```

Maximum force   4.3 eV/A
E   -7229.72535 eV
Structure (SMILES)   C#C[NH+]1CNC1
Total charge   +1
HOMO   -14.6483 eV
Lowest unoccupied orbital energy   -3.85 eV
Energy relative to the best compared isomer or geometry (same formula, charge and spin)   6.013 eV

---

The following is a DFT calculation (ωB97M-V/def2-TZVPD) of the ion C4H7N2 with charge +1 in a non-equilibrium geometry.

```
13
Properties=species:S:1:pos:R:3
C 1.278 -0.784 0.477
C 1.910 -0.768 -0.653
C 0.992 1.392 -0.352
C -1.063 0.161 0.328
N -1.654 -0.931 -0.346
N 0.432 0.376 0.191
H 1.434 -1.422 1.411
H 2.024 1.495 -0.106
H 0.398 2.175 -1.023
H -1.369 0.050 1.511
H -1.446 1.148 -0.071
H -1.539 -0.983 -1.339
H -1.395 -1.912 -0.028
```

Maximum force   3.3 eV/A
E   -7228.53844 eV
Total charge   +1
HOMO   -14.9232 eV
Lowest unoccupied orbital energy   -5.48 eV
Energy relative to the best compared isomer or geometry (same formula, charge and spin)   7.200 eV

---

The following is a DFT calculation (ωB97M-V/def2-TZVPD) of the ion C4H7N2 with charge +1 in a non-equilibrium geometry.

```
13
Properties=species:S:1:pos:R:3
C -3.020 0.082 0.142
C -1.641 -0.082 -0.133
N -0.361 0.565 -0.026
N 0.882 0.266 -0.073
C 1.846 -0.774 0.176
C 2.173 0.663 -0.191
H -3.403 0.652 0.992
H -3.757 -0.511 -0.408
H -1.670 -0.786 -0.903
H 1.993 -1.461 -0.586
H 1.944 -1.045 1.196
H 2.349 1.192 0.762
H 2.663 1.239 -0.949
```

Maximum force   8.3 eV/A
E   -7228.41361 eV
Structure (SMILES)   C=CN=[N+]1CC1
Total charge   +1
HOMO (alpha / beta)   -14.1771 / -14.1761 eV
Lowest unoccupied orbital energy (alpha / beta)   -6.36 / -6.36 eV
Energy relative to the best compared isomer or geometry (same formula, charge and spin)   7.325 eV

---

The following is a DFT calculation (ωB97M-V/def2-TZVPD) of the ion C4H7N2 with charge +1 in a non-equilibrium geometry.

```
13
Properties=species:S:1:pos:R:3
C -0.158 -2.046 -2.056
N -0.117 -1.041 -1.345
C 0.182 0.153 -0.781
N 0.063 0.554 0.413
C 0.150 1.652 1.267
C -0.242 0.356 1.772
H 0.860 -2.642 -2.291
H -1.055 -2.297 -2.612
H 0.557 0.846 -1.480
H -0.545 2.506 1.286
H 1.274 2.002 1.388
H 0.360 -0.172 2.533
H -1.330 0.130 1.905
```

Maximum force   5.0 eV/A
E   -7231.49210 eV
Structure (SMILES)   C=NC=[N+]1CC1
Total charge   +1
HOMO   -14.3303 eV
Lowest unoccupied orbital energy   -4.08 eV
Energy relative to the best compared isomer or geometry (same formula, charge and spin)   4.246 eV

---

The following is a DFT calculation (ωB97M-V/def2-TZVPD) of the ion C4H7N2 with charge +1 in a non-equilibrium geometry.

```
13
Properties=species:S:1:pos:R:3
C -1.533 0.241 0.045
C 1.333 -0.340 0.622
C 0.743 0.691 -0.387
C 0.791 -0.740 -0.660
N -0.626 1.164 -0.190
N -1.170 -0.999 0.090
H -2.628 0.522 0.291
H 2.388 -0.348 1.001
H 0.690 -0.538 1.443
H 1.489 1.423 -0.773
H 0.889 -1.424 -1.465
H -0.767 2.163 -0.296
H -1.598 -1.815 0.278
```

Maximum force   7.4 eV/A
E   -7231.56695 eV
Total charge   +1
HOMO   -14.4924 eV
Lowest unoccupied orbital energy   -5.10 eV
Energy relative to the best compared isomer or geometry (same formula, charge and spin)   4.171 eV